{
  "formula": "C22H25N5S",
  "method": "ωB97M-V/def2-TZVPD",
  "smiles": "CCN(CC)CCSc1nnc2c3ccccc3n(Cc3ccccc3)c2n1",
  "gap_ev": 7.8332,
  "homo_energy_ha": -0.2905,
  "total_energy_ha": -1525.29317,
  "symbols": ["C", "C", "N", "C", "C", "C", "C", "S", "C", "N", "N", "C", "C", "C", "C", "C", "C", "C", "N", "C", "C", "C", "C", "C", "C", "C", "C", "N", "H", "H", "H", "H", "H", "H", "H", "H", "H", "H", "H", "H", "H", "H", "H", "H", "H", "H", "H", "H", "H", "H", "H", "H", "H"],
  "positions_angstrom": [[5.53236, 1.28461, -1.26254], [4.15972, 0.62658, -1.18856], [4.20710, -0.71484, -0.62559], [2.97285, -1.44984, -0.84694], [2.97970, -2.12802, -2.21584], [4.76106, -0.81698, 0.70001], [4.07923, -0.03635, 1.83879], [2.52032, -0.79462, 2.42257], [1.31262, 0.22648, 1.70198], [1.70814, 1.30379, 1.03328], [0.83409, 2.10217, 0.47879], [-0.43867, 1.80018, 0.61089], [-1.65568, 2.40609, 0.15578], [-1.94108, 3.53857, -0.59268], [-3.26649, 3.82979, -0.85513], [-4.28883, 3.01025, -0.38563], [-4.02477, 1.87591, 0.36328], [-2.70047, 1.57976, 0.63389], [-2.17343, 0.52095, 1.35922], [-2.91699, -0.55392, 1.96965], [-3.62888, -1.38864, 0.93461], [-4.98066, -1.67689, 1.05555], [-5.62376, -2.43487, 0.09227], [-4.92142, -2.90458, -1.00381], [-3.57173, -2.62083, -1.13029], [-2.92827, -1.86882, -0.16485], [-0.83057, 0.62918, 1.34532], [0.05014, -0.17774, 1.90085], [5.88872, 1.58283, -0.27989], [5.47128, 2.17554, -1.88264], [6.25075, 0.59937, -1.70582], [3.46099, 1.27922, -0.64100], [3.77664, 0.52035, -2.20613], [2.88105, -2.22189, -0.07994], [2.09051, -0.79475, -0.77037], [3.85848, -2.76045, -2.30634], [2.08891, -2.74081, -2.33164], [2.99990, -1.39503, -3.01767], [4.78897, -1.87690, 0.96861], [5.79587, -0.46512, 0.65278], [3.83081, 0.98013, 1.54484], [4.73238, -0.02655, 2.71051], [-1.14036, 4.16443, -0.95318], [-3.51666, 4.70517, -1.43504], [-5.31399, 3.26338, -0.61116], [-4.82426, 1.24314, 0.71486], [-2.18516, -1.16139, 2.51200], [-3.63514, -0.13882, 2.68521], [-5.53293, -1.31120, 1.91021], [-6.67575, -2.65554, 0.19705], [-5.42406, -3.49193, -1.75757], [-3.01894, -2.98767, -1.98228], [-1.87365, -1.65282, -0.26027]],
  "forces_ev_per_a": [[-0.284, -0.102, -0.022], [0.149, 0.105, -0.077], [-0.100, 0.010, 0.014], [0.001, -0.268, -0.311], [-0.080, 0.129, 0.253], [0.027, 0.108, 0.229], [-0.208, -0.313, -0.062], [0.435, -0.092, 0.188], [-0.357, 0.110, -0.078], [0.687, -0.213, 0.243], [-0.904, 0.579, -0.436], [0.178, -0.816, 0.518], [-0.408, 0.095, -0.098], [-0.064, -0.146, 0.094], [0.018, 0.154, -0.105], [-0.014, -0.044, 0.042], [-0.075, -0.066, 0.062], [0.127, 0.630, -0.386], [-0.015, -0.121, 0.167], [-0.094, -0.193, 0.112], [-0.092, -0.041, -0.002], [0.135, 0.017, 0.069], [-0.093, -0.065, -0.045], [-0.090, -0.044, -0.027], [0.074, -0.010, -0.039], [-0.019, 0.010, 0.056], [1.110, 0.343, -0.088], [-0.341, -0.019, -0.046], [0.097, 0.060, 0.090], [0.047, 0.117, -0.016], [0.122, -0.052, -0.042], [0.041, -0.086, -0.104], [-0.044, 0.059, 0.036], [-0.043, 0.105, -0.013], [0.018, -0.075, 0.093], [0.079, -0.079, -0.028], [-0.126, -0.073, -0.101], [0.000, 0.051, -0.142], [0.101, 0.043, -0.009], [0.013, -0.073, 0.090], [0.135, 0.042, 0.089], [0.021, 0.067, 0.020], [0.072, 0.082, -0.047], [-0.020, 0.071, -0.050], [-0.083, 0.013, -0.016], [-0.088, -0.066, 0.021], [-0.137, 0.121, 0.014], [0.097, -0.076, -0.030], [-0.052, 0.065, 0.085], [-0.085, -0.015, 0.000], [-0.043, -0.044, -0.063], [0.047, -0.032, -0.068], [0.125, 0.036, -0.033]]
}

{
  "formula": "C22H25NO5",
  "method": "ωB97M-V/def2-TZVPD",
  "gap_ev": 9.1814,
  "homo_energy_ha": -0.3306,
  "total_energy_ha": -1283.61342,
  "symbols": ["C", "C", "C", "C", "C", "C", "C", "C", "H", "H", "H", "H", "C", "O", "C", "H", "H", "O", "C", "O", "C", "N", "C", "O", "C", "H", "C", "C", "O", "H", "C", "H", "C", "H", "H", "C", "H", "C", "H", "H", "C", "H", "H", "C", "H", "H", "H", "H", "H", "H", "H", "H", "H"],
  "positions_angstrom": [[5.38794, -0.30141, 1.21144], [4.29917, -1.26543, 0.93283], [4.60326, -2.61192, 0.46858], [3.80212, -3.57227, 0.35765], [2.60064, -3.18381, 0.51890], [2.17984, -2.05576, 1.10752], [3.14366, -1.07686, 1.41059], [2.68606, 0.26864, 1.53962], [3.07585, 1.00539, 0.89086], [3.04843, 0.54661, 2.64843], [1.48213, 0.16592, 1.66197], [1.13236, -1.96086, 1.13421], [1.63115, -4.28514, 0.36163], [1.73951, -5.67885, 0.46640], [0.11105, -4.05359, 0.00798], [-0.43111, -3.87622, 1.19721], [-0.39822, -4.80913, -0.23200], [0.00218, -2.96956, -0.67242], [-1.12624, -2.09994, -0.67222], [-1.88993, -2.27045, 0.39212], [-0.89146, -0.95634, -1.63967], [-1.78928, -0.04539, -0.89687], [-3.01310, 0.46194, -1.62548], [-3.34686, 0.06908, -2.56167], [-3.59287, 1.49848, -1.01903], [-4.67843, 1.33175, -0.56502], [-2.56509, 1.80469, 0.55317], [-1.65853, 0.59085, 0.12687], [-0.55295, 0.39266, 1.04000], [-3.16762, 1.44223, 1.51500], [-2.22182, 3.05029, 0.39467], [-1.19231, 3.28739, 0.97762], [-2.09724, 3.37673, -1.01846], [-1.73266, 4.51747, -1.21457], [-1.24923, 2.78692, -1.48930], [-3.65381, 2.87847, -1.36445], [-3.77390, 3.09952, -2.53130], [-4.35982, 3.88146, -0.14063], [-5.27049, 3.50912, -0.14495], [-4.40196, 4.73688, -0.77642], [-3.41773, 4.09692, 1.02458], [-3.86595, 3.48132, 1.98250], [-2.92075, 4.99673, 1.09713], [0.57153, -0.41706, -1.79649], [1.00988, -0.22009, -1.04580], [0.96264, -1.16776, -2.27908], [0.42395, 0.43667, -2.55451], [-1.48893, -1.08873, -2.41644], [4.05419, -4.66507, -0.06520], [5.84944, -3.01987, 0.40835], [5.39344, 0.06163, 2.09087], [6.41895, -0.73078, 0.88383], [5.13891, 0.60654, 0.31945]],
  "forces_ev_per_a": [[1.339, -0.765, -10.819], [7.664, -4.448, -0.808], [10.937, 4.071, 1.226], [3.291, -7.681, -3.451], [-8.352, -2.970, 1.391], [0.294, 0.440, -0.184], [-6.633, 0.217, -1.420], [-3.789, 1.081, 6.393], [0.143, 0.581, -0.883], [-0.851, 0.267, -2.118], [2.887, 1.214, -0.670], [-1.058, 0.862, 0.704], [-4.006, -8.471, -0.560], [1.142, 8.078, -0.275], [4.333, 3.609, 9.807], [1.543, -0.276, -2.811], [-3.401, -6.290, -2.724], [-2.299, 5.922, -5.120], [0.660, -4.525, 7.685], [2.861, 1.416, -6.833], [0.637, 1.312, 6.787], [-2.787, -0.503, -7.189], [7.155, 2.166, 10.425], [-4.511, -7.632, -15.489], [-5.276, 4.587, 10.038], [2.124, -0.845, -1.189], [-5.268, -12.700, -0.562], [8.364, 4.540, 13.037], [-5.404, 0.653, -4.909], [1.445, 0.890, -2.044], [4.801, 9.818, 3.901], [-2.120, -0.490, -1.065], [0.630, 1.873, -2.467], [-1.449, -2.520, 0.353], [-1.190, 0.274, 0.251], [3.578, 4.805, -2.318], [-0.656, -0.129, 2.606], [4.182, 0.646, -4.204], [-4.518, -1.596, 1.377], [-0.346, 1.141, -0.079], [-0.392, -7.327, -0.123], [1.458, 2.337, -1.980], [0.258, 2.111, 0.639], [-10.006, 0.962, -9.723], [5.436, 2.907, 10.281], [2.889, -3.856, -2.757], [0.656, -0.985, 1.355], [-1.641, -0.999, -4.503], [-0.526, 2.679, 1.343], [-3.488, 1.981, -0.113], [-0.022, 2.800, 6.216], [-1.817, 0.799, 0.770], [1.102, -2.034, 2.799]]
}